(1)
This record from OMol25 describes a cluster of 3 separate species, C4H13NO5 in total at a distorted geometry. The level of theory is wB97M-V/def2-TZVPD.

Structure (XYZ):
```
23
Properties=species:S:1:pos:R:3:mulliken_spin:R:1
O 0.169 2.524 0.418 -0.001
C -0.018 1.438 0.960 0.075
O -0.147 1.206 2.333 0.010
C -0.239 0.217 0.124 0.005
C -1.824 -0.319 -0.089 0.091
C -1.915 -1.565 -1.001 0.007
O -2.295 -0.666 1.120 0.088
N 0.355 0.299 -1.188 0.653
H 0.065 1.920 2.897 0.002
H 0.214 -0.747 0.581 0.001
H -2.400 0.517 -0.378 0.002
H -1.097 -2.311 -0.761 0.000
H -2.005 -1.371 -2.046 0.011
H -2.848 -1.939 -0.733 -0.001
H -1.731 -1.230 1.519 -0.001
H 1.390 0.246 -0.982 0.017
H 0.095 1.194 -1.639 -0.008
H 2.830 -0.827 1.137 0.000
H 3.788 -1.169 -0.082 0.000
O 3.191 -0.463 0.275 0.003
H 1.512 -0.792 -2.941 -0.005
H 0.949 -1.867 -1.819 -0.006
O 1.673 -1.643 -2.447 0.057
```

Summary:
LUMO level (alpha / beta): -3.507 / -9.218 eV
Energy: -590.77935 hartree
F_max: 4.978 eV/A
Charge: +1
ΔE to the lowest compared entry with this formula, charge and spin: 1.2243 eV
Multiplicity: 2



(2)
This record from OMol25 describes a structure of composition C8H12BiN2P at a distorted geometry. The level of theory is wB97M-V/def2-TZVPD.

Structure (XYZ):
```
24
Properties=species:S:1:pos:R:3:mulliken_charge:R:1
C -0.540 0.352 -3.056 -0.515
C -1.287 1.551 -2.793 -0.693
C -0.366 2.518 -2.270 -0.455
C 0.945 1.942 -2.291 -0.674
C 0.833 0.594 -2.782 -0.674
Bi -1.814 -1.137 0.521 0.474
P -0.331 -3.131 -0.113 -0.263
H -0.977 -0.625 -3.289 0.466
H -2.377 1.634 -2.824 0.389
H -0.636 3.508 -1.925 0.415
H 1.637 -0.102 -2.919 0.427
H 1.863 2.456 -2.027 0.450
H 0.912 -3.104 -0.790 0.177
H -1.141 -4.056 -0.900 0.155
H -0.200 -3.982 1.080 0.161
N -0.618 -0.467 2.797 0.224
C 0.040 0.005 3.851 -0.186
C 1.151 0.666 3.349 -0.585
C 1.090 0.570 1.948 -0.390
N -0.025 -0.156 1.597 -0.400
H -1.464 -1.023 2.860 0.202
H -0.356 -0.176 4.840 0.427
H 1.914 1.173 3.939 0.366
H 1.747 0.990 1.198 0.501
```

Summary:
LUMO level: -1.361 eV
Energy: -977.24854 hartree
F_max: 2.772 eV/A
Charge: 0



(3)
This record from OMol25 describes a cluster of 2 separate species, C5H3N3O4 in total at a distorted geometry. The level of theory is wB97M-V/def2-TZVPD.

Structure (XYZ):
```
15
Properties=species:S:1:pos:R:3:mulliken_charge:R:1
C -1.826 -1.512 1.108 0.132
C 1.853 -0.183 -0.043 0.171
C -0.170 -0.523 -1.131 0.298
C 0.867 0.742 0.693 -0.062
C -0.319 0.578 -0.146 -0.064
N -2.103 -2.514 1.539 -0.255
N 1.083 -0.955 -0.808 0.068
N -1.404 1.528 -0.092 0.950
O -2.237 1.454 -0.906 -0.522
O 3.029 -0.261 0.118 -0.539
O -0.848 -0.931 -2.030 -0.508
O -1.252 2.405 0.754 -0.583
H 0.696 0.081 1.516 0.226
H 1.084 1.764 0.786 0.448
H 1.550 -1.671 -1.357 0.240
```

Summary:
LUMO level (alpha / beta): -3.618 / -4.687 eV
Energy: -657.28887 hartree
F_max: 5.074 eV/A
Charge: 0
ΔE to the lowest compared entry with this formula, charge and spin: 4.5869 eV



(4)
This record from OMol25 describes a cluster of 6 separate species, C54H68IN2O23 in total at a distorted geometry. The level of theory is wB97M-V/def2-TZVPD.

Structure (XYZ):
```
148
Properties=species:S:1:pos:R:3:mulliken_charge:R:1
C -2.727 0.913 0.782 -0.621
C -4.000 0.209 0.024 -0.479
C -4.028 0.396 -1.605 0.409
C -4.119 1.978 -2.026 0.376
C -3.591 2.326 -3.540 0.096
C -4.636 3.093 -4.590 -0.267
O -6.026 3.455 -4.273 -0.452
C -6.113 4.571 -3.318 -0.032
C -7.411 4.212 -2.325 -0.461
O -8.181 3.137 -2.970 -0.363
C -8.275 1.933 -2.129 0.016
C -8.317 0.516 -3.002 -0.848
C -4.128 3.456 -6.141 0.796
C -5.179 4.180 -7.215 -0.973
I -4.936 3.378 -9.274 0.047
C -4.903 5.794 -7.326 -0.315
C -6.397 6.521 -7.319 -0.833
C -2.624 3.116 -6.705 -0.674
C -1.594 2.353 -5.653 0.081
C -2.057 1.955 -4.095 0.290
C -0.952 1.143 -3.138 0.319
O -0.795 1.431 -1.844 -0.548
C -0.070 -0.016 -3.959 0.292
C 0.394 0.386 -5.478 0.276
C 1.227 -0.724 -6.347 -1.126
C 1.635 -2.251 -5.797 0.407
C 2.422 -3.203 -6.851 -0.614
C 3.922 -3.676 -6.490 -0.596
C 4.684 -2.979 -5.242 -0.251
C 5.075 -4.134 -4.102 -0.835
N 4.578 -3.813 -2.713 0.420
C 4.519 -5.091 -1.851 -0.219
C 4.021 -4.716 -0.336 -0.683
C 3.822 -3.065 -0.514 0.342
C 4.191 -2.527 -2.020 -0.370
C 1.152 -2.615 -4.274 1.136
C 1.459 -4.096 -3.644 0.168
O 1.746 -5.187 -4.407 -0.680
O 1.396 -4.381 -2.172 -0.650
C 0.306 -1.496 -3.362 -0.571
O -0.170 -1.783 -1.971 0.184
N -1.223 -2.619 -1.988 0.211
O -1.925 -2.462 -2.975 -0.378
C -0.043 1.885 -6.069 0.038
O 0.771 2.644 -6.826 -0.547
H -1.702 0.359 0.628 0.112
H -2.956 0.899 1.953 0.235
H -2.553 2.044 0.509 0.191
H -4.021 -0.927 0.380 0.313
H -4.980 0.717 0.446 0.192
H -5.045 -0.105 -1.981 0.004
H -3.168 -0.209 -2.118 -0.156
H -5.278 2.263 -1.993 -0.668
H -3.593 2.720 -1.284 0.290
H -6.371 5.593 -3.853 0.133
H -5.174 4.627 -2.621 0.218
H -8.121 5.160 -2.179 0.354
H -6.996 3.946 -1.255 0.220
H -9.332 1.979 -1.578 0.324
H -7.417 1.808 -1.341 0.005
H -9.124 -0.248 -2.569 0.304
H -7.280 -0.066 -2.942 0.139
H -8.618 0.683 -4.130 0.236
H -6.262 3.900 -6.851 0.511
H -4.360 6.102 -8.318 0.354
H -4.220 6.124 -6.431 0.306
H -6.413 7.528 -7.926 0.313
H -6.727 6.631 -6.201 0.143
H -7.145 5.759 -7.843 0.243
H -2.228 3.337 -7.786 0.269
H 1.531 -0.435 -7.464 0.108
H 1.757 -4.184 -7.000 0.258
H 2.406 -2.672 -7.919 0.256
H 4.592 -3.495 -7.462 0.317
H 3.901 -4.864 -6.373 0.219
H 5.747 -2.608 -5.644 0.331
H 4.188 -2.037 -4.766 0.191
H 4.691 -5.204 -4.373 0.418
H 6.261 -4.216 -4.025 0.256
H 4.797 -6.195 -2.143 0.212
H 3.852 -5.393 0.604 0.221
H 3.446 -2.353 0.360 -0.192
H 4.199 -1.462 -2.504 0.259
C 4.325 0.994 4.127 -1.345
C 5.168 0.474 2.980 0.861
C 4.360 0.043 1.793 -0.394
O 5.177 -0.955 1.206 -0.050
C 5.937 -1.479 2.215 0.535
O 6.612 -2.488 2.116 -0.609
O 5.837 -0.721 3.349 -0.369
H 3.669 1.808 3.805 0.383
H 3.714 0.196 4.563 0.017
H 4.970 1.366 4.931 0.411
H 5.926 1.216 2.700 0.140
H 4.190 0.863 1.089 0.426
H 3.398 -0.406 2.059 0.045
C -0.939 -2.791 4.444 -1.535
C 0.425 -2.168 4.222 0.695
C 1.562 -3.101 4.517 -0.528
O 2.599 -2.216 4.901 -0.304
C 1.992 -1.098 5.401 0.656
O 2.570 -0.211 6.003 -0.676
O 0.650 -1.109 5.138 -0.243
H -1.055 -3.715 3.870 0.451
H -1.109 -3.005 5.505 0.339
H -1.725 -2.092 4.138 0.209
H 0.495 -1.761 3.206 0.303
H 1.858 -3.682 3.638 0.359
H 1.361 -3.786 5.347 0.301
C 2.510 1.451 8.821 -1.367
C 1.330 1.950 9.632 0.562
C 0.056 1.216 9.343 -0.390
O -0.934 2.190 9.623 -0.315
C -0.348 3.409 9.426 0.609
O -0.952 4.466 9.386 -0.568
O 1.006 3.284 9.278 -0.341
H 2.659 0.375 8.953 0.348
H 2.378 1.665 7.755 0.293
H 3.425 1.968 9.131 0.397
H 1.570 1.929 10.702 0.209
H -0.073 0.341 9.987 0.304
H -0.044 0.908 8.297 0.258
C -4.988 -4.355 7.675 -1.437
C -4.766 -2.876 7.427 0.458
C -5.985 -2.167 6.920 -0.504
O -5.435 -1.106 6.161 -0.336
C -4.204 -1.526 5.739 0.629
O -3.529 -0.952 4.903 -0.524
O -3.834 -2.678 6.376 -0.266
H -5.829 -4.525 8.354 0.381
H -5.173 -4.891 6.738 0.353
H -4.091 -4.802 8.117 0.354
H -4.370 -2.396 8.329 0.243
H -6.605 -1.776 7.734 0.322
H -6.607 -2.782 6.261 0.310
C 11.210 0.427 -0.071 -1.464
C 10.030 0.926 0.739 0.573
C 8.756 0.193 0.450 -0.522
O 7.766 1.166 0.731 -0.158
C 8.352 2.386 0.534 0.525
O 7.748 3.443 0.493 -0.577
O 9.706 2.261 0.385 -0.351
H 11.359 -0.649 0.060 0.373
H 11.078 0.642 -1.137 0.364
H 12.125 0.944 0.238 0.355
H 10.270 0.906 1.809 0.260
H 8.627 -0.683 1.095 0.331
H 8.656 -0.116 -0.595 0.273
```

Summary:
LUMO level: 0.492 eV
Energy: -4235.02680 hartree
F_max: 8.363 eV/A
Charge: -1



(5)
This record from OMol25 describes a cluster of 6 separate species, C36H90N6O12 in total at a distorted geometry. The level of theory is wB97M-V/def2-TZVPD.

Structure (XYZ):
```
144
Properties=species:S:1:pos:R:3:mulliken_charge:R:1
C 2.292 -1.091 -4.418 -0.582
O 2.292 0.380 -4.370 -0.251
C 2.810 0.657 -3.134 0.080
C 2.574 2.170 -2.972 -1.622
N 1.086 2.443 -3.030 -0.120
C 0.773 3.849 -3.433 -0.720
C 1.375 4.402 -4.747 -0.807
O 0.941 3.762 -5.892 -0.366
C 1.904 3.240 -6.752 -0.644
H 1.902 -1.596 -3.535 0.070
H 3.200 -1.642 -4.663 0.273
H 1.628 -1.299 -5.257 0.341
H 3.866 0.448 -2.964 0.528
H 2.332 0.138 -2.303 -0.449
H 3.017 2.601 -3.869 0.573
H 2.983 2.801 -2.183 1.096
H 0.634 1.886 -3.740 0.379
H 1.408 4.477 -2.808 0.144
H -0.299 4.023 -3.335 0.478
H 2.461 4.493 -4.726 0.455
H 0.972 5.411 -4.835 0.491
H 1.474 2.555 -7.482 0.284
H 2.635 2.590 -6.271 0.209
H 2.500 3.994 -7.267 0.328
C -3.423 -1.091 2.438 -1.029
O -4.660 -0.497 2.808 -0.467
C -4.915 0.598 1.847 -0.613
C -6.083 1.437 2.468 -1.080
N -7.298 0.630 2.286 -0.323
C -8.458 1.188 3.000 -0.630
C -9.708 0.356 2.993 -0.676
O -9.631 -0.996 3.421 -0.322
C -10.677 -1.735 2.849 -0.755
H -3.170 -1.782 3.242 0.527
H -2.520 -0.501 2.597 0.353
H -3.290 -1.580 1.473 0.527
H -5.125 0.240 0.839 0.368
H -4.018 1.213 1.782 0.655
H -6.340 2.388 2.001 0.453
H -5.849 1.672 3.507 0.412
H -7.103 -0.340 2.490 0.264
H -8.554 2.200 2.606 0.309
H -8.092 1.381 4.008 0.340
H -10.204 0.578 2.048 0.416
H -10.487 0.734 3.656 0.461
H -10.776 -1.649 1.767 0.327
H -11.589 -1.299 3.257 0.303
H -10.740 -2.790 3.117 0.265
C 3.490 -1.265 1.028 -1.248
O 2.753 -1.412 2.268 -0.345
C 2.346 -2.769 2.526 -0.503
C 1.780 -2.829 3.929 -0.958
N 0.584 -1.956 3.966 0.146
C 0.017 -1.976 5.305 -0.737
C 0.751 -1.161 6.301 -0.592
O 0.330 0.185 6.060 -0.307
C 1.027 1.175 6.906 -0.809
H 2.917 -1.614 0.170 -0.035
H 4.373 -1.887 1.177 1.421
H 3.628 -0.185 0.981 -0.176
H 3.174 -3.462 2.375 0.597
H 1.477 -3.149 1.990 0.059
H 2.552 -2.376 4.552 0.375
H 1.541 -3.836 4.272 0.500
H 1.028 -1.073 3.756 -0.209
H 0.059 -2.947 5.799 0.461
H -0.971 -1.532 5.191 0.268
H 1.837 -1.118 6.225 0.319
H 0.426 -1.546 7.268 0.519
H 0.870 1.050 7.978 0.320
H 0.564 2.149 6.747 0.259
H 2.095 1.216 6.692 0.292
C 5.251 7.249 0.143 -0.816
O 5.208 5.905 0.620 -0.378
C 3.910 5.316 0.717 -0.551
C 4.006 4.043 1.579 -0.847
N 4.588 3.064 0.732 0.106
C 4.807 1.758 1.372 -1.038
C 5.524 0.802 0.527 -0.452
O 5.911 -0.414 1.105 -0.418
C 5.530 -1.529 0.263 -1.054
H 5.420 7.374 -0.926 0.277
H 5.935 7.817 0.774 0.298
H 4.329 7.777 0.388 0.324
H 3.518 5.110 -0.279 0.331
H 3.373 6.169 1.132 0.533
H 2.987 3.763 1.848 0.345
H 4.570 4.067 2.511 0.549
H 5.499 3.441 0.512 0.268
H 3.903 1.208 1.635 1.205
H 5.387 1.948 2.275 0.681
H 6.397 1.292 0.096 0.467
H 4.939 0.717 -0.389 0.326
H 6.010 -1.411 -0.709 0.416
H 4.486 -1.776 0.074 0.358
H 6.008 -2.406 0.699 0.359
C -1.999 -0.383 -2.931 -0.349
O -1.855 -1.472 -2.097 -0.418
C -0.486 -1.891 -2.144 -0.393
C -0.220 -2.816 -3.330 -0.376
N 0.027 -4.208 -2.830 -0.284
C -0.295 -5.090 -3.961 -0.274
C 0.321 -6.452 -3.827 -0.752
O -0.405 -7.562 -4.374 -0.372
C -1.441 -8.185 -3.556 -0.655
H -2.825 0.169 -2.484 0.197
H -2.342 -0.663 -3.927 0.414
H -1.194 0.348 -3.008 0.129
H -0.299 -2.356 -1.176 0.269
H 0.171 -1.035 -1.994 0.411
H 0.534 -2.300 -3.925 -0.109
H -1.010 -2.895 -4.077 0.571
H 0.933 -4.414 -2.433 0.248
H 0.003 -4.579 -4.876 0.264
H -1.377 -5.173 -4.069 0.275
H 0.715 -6.716 -2.846 0.444
H 1.172 -6.400 -4.507 0.282
H -2.314 -7.534 -3.529 0.238
H -0.995 -8.259 -2.564 0.305
H -1.656 -9.212 -3.851 0.246
C -4.042 0.988 -1.380 -1.342
O -2.778 0.441 -1.110 -0.195
C -2.768 -0.664 -0.190 -0.845
C -1.305 -0.999 0.044 -0.481
N -0.850 -0.086 1.059 0.385
C 0.597 -0.321 1.441 -1.166
C 1.585 0.272 0.455 1.669
O 1.761 1.631 0.755 -0.309
C 2.699 2.243 -0.080 -1.767
H -4.633 1.313 -0.523 0.229
H -4.632 0.171 -1.795 0.514
H -4.056 1.713 -2.195 0.275
H -3.303 -1.509 -0.623 0.394
H -3.287 -0.274 0.685 -0.135
H -0.714 -0.856 -0.861 0.164
H -1.135 -1.982 0.482 0.562
H -1.121 0.838 0.754 0.465
H 0.897 -1.369 1.421 -0.276
H 0.863 0.094 2.413 0.281
H 1.482 0.123 -0.620 -1.434
H 2.597 -0.081 0.655 -0.347
H 3.182 3.114 0.364 0.374
H 2.108 2.569 -0.936 1.366
H 3.497 1.689 -0.575 0.148
```

Summary:
LUMO level: 0.251 eV
Energy: -2655.99343 hartree
F_max: 7.151 eV/A
Charge: 0
Structure (SMILES): COCCNCCOC.COCCNCCOC.COCCNCCOC.COCCNCCOC.COCCNCCOC.COCCNCCOC
ΔE to the lowest compared entry with this formula, charge and spin: 31.4876 eV



(6)
This record from OMol25 describes a structure of composition C5H8O3 at a distorted geometry. The level of theory is wB97M-V/def2-TZVPD.

Structure (XYZ):
```
16
Properties=species:S:1:pos:R:3:mulliken_charge:R:1
C 2.099 -0.034 -0.027 -0.145
C 0.108 -0.935 0.042 -0.060
C -1.411 -1.044 -0.125 -0.642
C -1.434 0.540 -0.247 -0.667
C -0.087 1.033 0.393 0.095
H 2.965 -0.026 -0.752 0.273
H 2.405 0.190 1.003 0.248
H 0.224 -0.331 -0.851 0.537
H -1.967 -1.421 0.749 0.287
H -1.781 -1.497 -0.978 0.319
H -2.217 0.972 0.414 0.369
H -1.600 0.960 -1.284 0.302
H -0.142 1.966 0.903 0.491
O 1.446 -1.363 0.001 -0.486
O 1.204 1.057 -0.450 -0.467
O 0.189 -0.067 1.208 -0.455
```

Summary:
LUMO level: 1.040 eV
Energy: -420.84692 hartree
F_max: 2.366 eV/A
Charge: 0
ΔE to the lowest compared entry with this formula, charge and spin: 5.6911 eV



Question: Which of these has the lowest energy?
Answer: C54H68IN2O23



Please write out number 1 again, unchanged.
This record from OMol25 describes a cluster of 3 separate species, C4H13NO5 in total at a distorted geometry. The level of theory is wB97M-V/def2-TZVPD.

Structure (XYZ):
```
23
Properties=species:S:1:pos:R:3:mulliken_spin:R:1
O 0.169 2.524 0.418 -0.001
C -0.018 1.438 0.960 0.075
O -0.147 1.206 2.333 0.010
C -0.239 0.217 0.124 0.005
C -1.824 -0.319 -0.089 0.091
C -1.915 -1.565 -1.001 0.007
O -2.295 -0.666 1.120 0.088
N 0.355 0.299 -1.188 0.653
H 0.065 1.920 2.897 0.002
H 0.214 -0.747 0.581 0.001
H -2.400 0.517 -0.378 0.002
H -1.097 -2.311 -0.761 0.000
H -2.005 -1.371 -2.046 0.011
H -2.848 -1.939 -0.733 -0.001
H -1.731 -1.230 1.519 -0.001
H 1.390 0.246 -0.982 0.017
H 0.095 1.194 -1.639 -0.008
H 2.830 -0.827 1.137 0.000
H 3.788 -1.169 -0.082 0.000
O 3.191 -0.463 0.275 0.003
H 1.512 -0.792 -2.941 -0.005
H 0.949 -1.867 -1.819 -0.006
O 1.673 -1.643 -2.447 0.057
```

Summary:
LUMO level (alpha / beta): -3.507 / -9.218 eV
Energy: -590.77935 hartree
F_max: 4.978 eV/A
Charge: +1
ΔE to the lowest compared entry with this formula, charge and spin: 1.2243 eV
Multiplicity: 2



Question: Which of these has the lowest F_max?
Answer: C5H8O3



Question: energy of number 5 (C36H90N6O12)?
Answer: -2655.99343 hartree